Formula: C24H38N4O4PReS
Source: the Open Molecules 2025 dataset
Level of theory: ωB97M-V/def2-TZVPD

Geometry as ORCA input:
```
! RIJCOSX wB97M-V def2-TZVPD def2/J DEFGRID3
* xyz 1 2
Re 0.024 -1.308 0.087
C -5.857 -4.228 3.749
C -4.906 -3.124 3.387
C -4.756 -2.710 2.065
C -3.895 -1.679 1.733
C -3.169 -1.059 2.741
C -3.302 -1.447 4.067
C -4.170 -2.477 4.380
S -2.033 0.205 2.320
O -2.496 0.882 1.148
O -1.653 0.918 3.504
N -0.677 -0.626 1.830
C 0.349 -1.062 2.660
C 0.593 -1.006 4.021
C 1.776 -1.585 4.453
C 2.658 -2.194 3.562
C 2.330 -2.227 2.225
N 1.195 -1.667 1.800
H -6.233 -4.737 2.863
H -6.713 -3.830 4.297
H -5.374 -4.965 4.391
H -5.330 -3.197 1.287
H -3.795 -1.344 0.709
H -2.750 -0.931 4.841
H -4.287 -2.781 5.413
H -0.093 -0.514 4.692
H 2.019 -1.559 5.507
H 3.577 -2.643 3.906
H 2.951 -2.701 1.476
O -0.295 -3.064 -0.551
N 0.297 -4.337 -0.177
O 0.464 -4.428 0.963
C 2.021 -0.813 -3.613
C 2.463 0.503 -2.950
C 2.926 1.491 -4.028
C 3.658 0.138 -2.054
P 1.081 1.189 -1.891
N 0.429 -0.101 -1.133
C -0.322 1.906 -2.899
C 0.003 3.303 -3.442
C -0.625 0.973 -4.082
C -1.611 1.962 -2.060
C 1.705 2.380 -0.590
C 0.510 3.063 0.090
C 2.622 3.457 -1.186
C 2.459 1.627 0.519
H 2.887 -1.211 -4.145
H 1.223 -0.693 -4.335
H 1.714 -1.553 -2.875
H 3.792 1.055 -4.531
H 3.235 2.452 -3.621
H 2.166 1.664 -4.787
H 4.373 -0.410 -2.670
H 3.363 -0.515 -1.232
H 4.174 1.008 -1.657
H 0.918 3.329 -4.033
H 0.074 4.052 -2.655
H -0.817 3.602 -4.097
H 0.163 0.963 -4.832
H -1.526 1.349 -4.567
H -0.828 -0.047 -3.754
H -1.585 2.692 -1.261
H -1.861 0.995 -1.626
H -2.419 2.246 -2.737
H 0.001 3.768 -0.563
H 0.898 3.632 0.937
H -0.216 2.348 0.475
H 2.146 4.026 -1.984
H 3.559 3.051 -1.560
H 2.869 4.159 -0.388
H 1.858 0.823 0.947
H 2.656 2.341 1.320
H 3.413 1.220 0.201
*
```

Results
LUMO energy (alpha / beta)	-3.42 / -3.69	eV
⟨S²⟩	0.76

Formula: C24H39BF2FeN4O4P
Source: the Open Molecules 2025 dataset
Level of theory: ωB97M-V/def2-TZVPD

Geometry as ORCA input:
```
! RIJCOSX wB97M-V def2-TZVPD def2/J DEFGRID3
* xyz -2 6
Fe 11.901 9.071 11.909
O 17.693 12.656 15.076
C 16.511 12.938 15.422
O 16.052 13.773 16.225
C 15.438 12.006 14.677
C 15.719 10.667 14.495
C 14.865 9.828 13.817
N 13.721 10.267 13.273
C 13.422 11.553 13.480
C 14.187 12.421 14.223
C 12.108 11.967 12.872
O 11.719 13.113 12.977
O 11.522 11.002 12.256
H 16.649 10.263 14.890
H 15.183 8.783 13.785
H 13.924 13.479 14.357
C 9.859 11.246 7.890
C 9.748 9.704 7.849
C 11.114 9.180 7.478
C 8.713 9.360 6.785
P 9.346 9.183 9.632
N 10.577 9.151 10.544
C 8.762 7.290 9.603
C 9.729 6.516 8.773
C 8.801 6.732 11.060
C 7.427 7.059 8.998
C 8.002 10.273 10.361
C 8.697 11.572 10.745
C 7.647 9.613 11.642
C 6.764 10.669 9.593
H 10.399 11.487 6.944
H 10.483 11.510 8.722
H 8.857 11.620 7.884
H 11.583 9.702 6.647
H 11.095 8.089 7.282
H 11.764 9.275 8.337
H 9.079 9.751 5.834
H 7.680 9.692 6.912
H 8.684 8.252 6.751
H 10.720 6.801 8.956
H 9.592 6.652 7.719
H 9.721 5.429 8.940
H 9.655 7.163 11.563
H 8.848 5.674 11.076
H 7.878 6.965 11.609
H 7.479 7.234 7.933
H 6.608 7.669 9.431
H 7.181 6.013 9.156
H 9.661 11.342 11.195
H 8.146 12.061 11.523
H 8.731 12.289 9.917
H 8.581 9.292 12.114
H 6.985 8.760 11.560
H 7.186 10.325 12.334
H 6.935 11.335 8.749
H 6.108 11.309 10.226
H 6.236 9.743 9.261
C 14.597 12.212 6.725
C 13.949 13.379 7.338
N 13.851 14.549 6.802
C 13.326 15.363 7.746
C 13.103 14.681 8.908
N 13.430 13.388 8.588
H 14.250 12.116 5.719
H 14.476 11.294 7.268
H 15.642 12.435 6.563
H 13.302 16.390 7.492
H 12.581 14.961 9.828
H 13.549 12.643 9.289
F 13.919 7.352 9.832
B 13.661 8.400 10.621
F 14.683 9.246 10.427
C 11.322 7.743 13.390
H 12.004 7.872 14.188
H 11.445 6.745 12.918
H 10.264 7.866 13.684
*
```

Results
LUMO energy (alpha / beta)	3.95 / 3.95	eV
⟨S²⟩	8.76

Record order is preserved below.
ΔE to the lowest compared entry with this formula, charge and spin: 0.000, 1.002 eV